The following is a quantum chemistry calculation of an isolated ion of composition C16H25O2Si and charge +1 at a distorted geometry, from the OMol25 dataset.

## Properties
HOMO energy: -11.77 eV
LUMO: -4.680 eV
Kohn-Sham gap: 0.2606 hartree
strongest force on any atom: 3.07 eV/Å
DFT total energy: -28964.5940 eV
charge: +1
relative energy (zero: lowest compared OMol25 entry of this formula, charge and spin): 0.0 kJ/mol

Cartesian coordinates (Å):
C1 2.8031 0.8743 3.2118
O1 1.8080 1.4335 2.3411
C2 1.0473 0.5316 1.5301
C3 -0.4047 0.8226 1.9160
C4 -1.2506 -0.2531 2.1839
C5 -2.4252 -0.0373 2.9143
C6 -2.7724 1.2585 3.3074
C7 -1.9618 2.3449 2.9458
C8 -0.8076 2.1346 2.1915
H1 3.3327 1.7372 3.6362
H2 2.3280 0.2959 4.0279
H3 3.5240 0.2368 2.6669
H4 1.2513 -0.5283 1.7872
H5 -0.9377 -1.2496 1.8598
H6 -3.0371 -0.8958 3.1972
H7 -3.6710 1.4263 3.9025
H8 -2.2012 3.3572 3.2720
H9 -0.1653 2.9627 1.8801
C9 -3.2186 -0.5288 -1.9022
Si1 -1.4724 -1.0195 -2.2633
C10 -1.0544 -2.8138 -2.0134
C11 -1.0155 -0.4662 -3.9978
O2 -0.5887 -0.1806 -1.0053
C12 0.6911 0.0411 -0.9847
C13 1.4148 0.7313 0.1105
C14 2.8688 0.2174 -0.1010
C15 2.9817 -0.3427 -1.5154
C16 1.5587 -0.3504 -2.1067
H10 -3.9099 -1.2867 -2.2964
H11 -3.3865 -0.4186 -0.8241
H12 -3.4452 0.4280 -2.3910
H13 -1.8433 -3.4305 -2.4679
H14 -0.1012 -3.0906 -2.4848
H15 -0.9944 -3.0672 -0.9462
H16 -1.5784 -1.0889 -4.7101
H17 -1.3114 0.5786 -4.1604
H18 0.0495 -0.5632 -4.2460
H19 1.3493 1.8189 -0.1219
H20 3.6022 1.0053 0.1132
H21 3.0689 -0.5980 0.6106
H22 3.6611 0.2672 -2.1224
H23 3.3841 -1.3628 -1.4878
H24 1.3175 -1.3351 -2.5416
H25 1.5122 0.4037 -2.9159


The following is a quantum chemistry calculation of the molecule C6H9N3O2 at a distorted geometry, from the OMol25 dataset.

## Properties
HOMO energy: -9.23 eV
LUMO: -0.303 eV
Kohn-Sham gap: 0.3282 hartree
strongest force on any atom: 6.30 eV/Å
DFT total energy: -14928.7851 eV
charge: 0
relative energy (zero: lowest compared OMol25 entry of this formula, charge and spin): 521.5 kJ/mol
structure (SMILES): Cc1nc(C)n(C)c1[N+](=O)[O-]

Cartesian coordinates (Å):
C1 -1.7778 2.1736 0.1570
C2 -0.7238 1.1387 -0.0553
C3 1.2138 0.2318 -0.0246
C4 2.6487 0.2038 -0.0057
C5 0.6645 -2.0479 -0.0891
C6 -0.8844 -0.1902 -0.1912
H1 -2.2673 2.0431 1.2357
H2 -2.7272 2.1364 -0.5085
H3 -1.2673 3.1104 0.1538
H4 3.0709 1.2609 0.3025
H5 3.0787 -0.4258 0.7233
H6 3.1549 0.0025 -1.0470
H7 0.1609 -2.6211 -0.8176
H8 1.6615 -2.2846 -0.2593
H9 0.3163 -2.6466 0.8278
N1 0.6309 1.4533 -0.1818
N2 0.3462 -0.7474 -0.0197
N3 -2.1336 -0.7614 -0.1553
O1 -3.0660 -0.0466 -0.3206
O2 -2.1000 -1.9829 0.2759


The following is a quantum chemistry calculation of C6H11NO as an isolated structure at a distorted geometry, from the OMol25 dataset.

## Properties
HOMO energy (spin up / spin down): -7.20 / -6.59 eV
LUMO (spin up / spin down): 0.788 / 0.033 eV
Kohn-Sham gap (spin up / spin down): 0.2934 / 0.2433 hartree
strongest force on any atom: 3.39 eV/Å
DFT total energy: -9931.5383 eV
charge: 0
relative energy (zero: lowest compared OMol25 entry of this formula, charge and spin): 667.3 kJ/mol

Cartesian coordinates (Å):
C1 -1.2056 -0.8153 0.0653
C2 0.1509 1.2992 -0.8547
C3 1.8563 -1.2649 -0.8346
C4 -0.4700 0.9227 0.4495
C5 1.4423 -0.3534 0.2631
C6 -0.9513 1.5050 1.5626
O1 -2.5794 -0.6222 0.3279
N1 1.1265 0.9522 0.1641
H1 -2.9093 0.1074 -0.2085
H2 -1.0791 -1.1171 -0.9815
H3 -0.8919 -1.6289 0.7141
H4 0.0526 0.6351 -1.7108
H5 0.1176 2.3622 -1.0734
H6 1.7220 -0.6377 1.2723
H7 -0.2815 1.7457 2.3754
H8 -2.0079 1.4849 1.7853
H9 1.8136 -0.7891 -1.8144
H10 2.8756 -1.6292 -0.6738
H11 1.2188 -2.1565 -0.8278


The following is a quantum chemistry calculation of C29H62AlBrO11P as an isolated structure, from the OMol25 dataset.

## Properties
HOMO energy: -4.97 eV
LUMO: 1.862 eV
Kohn-Sham gap: 0.2511 hartree
strongest force on any atom: 0.97 eV/Å
DFT total energy: -139531.7337 eV
charge: -1

Cartesian coordinates (Å):
C1 -3.8117 -6.3002 1.1942
C2 -3.1590 -4.9160 1.1767
C3 -2.4828 -4.5680 2.5144
C4 -1.0003 -4.9614 2.5669
Al1 0.2384 -3.8560 1.4164
C5 -0.4677 -1.9639 1.2995
C6 0.5930 -0.8467 1.2306
C7 0.0342 0.5907 1.2913
C8 -0.0558 1.3874 -0.0168
C9 1.1843 1.3562 -0.9335
C10 0.8371 1.0063 -2.3809
C11 0.2078 -0.3891 -2.5833
C12 -1.2072 -0.3744 -3.2092
C13 -1.3492 -1.0765 -4.5760
C14 -2.4725 -2.1120 -4.6183
C15 -2.0811 -3.4198 -3.9058
C16 -1.5371 -4.4747 -4.8503
O1 -2.5838 -4.9499 -5.6775
C17 -2.3002 -6.1801 -6.2974
P1 0.2274 -5.0160 -0.6970
O2 0.3674 -6.5144 -0.5700
C18 2.1438 -3.9991 2.1421
Br1 2.1768 -3.8347 4.1095
C19 3.2502 -3.0795 1.6142
C20 3.2824 -2.9813 0.0850
H1 -3.2165 -7.0011 1.7808
H2 -4.8041 -6.2499 1.6496
H3 -3.9318 -6.7111 0.1903
H4 -2.4025 -4.8884 0.3905
H5 -3.9152 -4.1656 0.9352
H6 -3.0362 -5.0872 3.3120
H7 -2.6002 -3.5008 2.7277
H8 -0.8952 -6.0275 2.3379
H9 -0.6386 -4.8294 3.5930
H10 -1.1057 -1.7667 2.1698
H11 -1.1291 -1.8792 0.4219
H12 1.1853 -0.9884 0.3273
H13 1.2576 -0.9741 2.0887
H14 -0.9848 0.5093 1.6867
H15 0.5907 1.1761 2.0307
H16 -0.2355 2.4305 0.2642
H17 -0.9383 1.0843 -0.5875
H18 1.6396 2.3519 -0.9614
H19 1.9477 0.6868 -0.5366
H20 0.1111 1.7552 -2.7181
H21 1.7160 1.1286 -3.0165
H22 0.1661 -0.9182 -1.6300
H23 0.8664 -0.9794 -3.2240
H24 -1.8990 -0.8560 -2.5115
H25 -1.5463 0.6588 -3.3011
H26 -0.4079 -1.5810 -4.8145
H27 -1.4967 -0.3370 -5.3677
H28 -3.3693 -1.7082 -4.1452
H29 -2.7409 -2.3249 -5.6562
H30 -1.3217 -3.2018 -3.1519
H31 -2.9448 -3.8453 -3.3924
H32 -0.7462 -4.0455 -5.4816
H33 -1.0983 -5.3027 -4.2839
H34 -1.2356 -6.2816 -6.5229
H35 -2.5939 -7.0134 -5.6511
H36 -2.8679 -6.2307 -7.2243
H37 -0.9671 -4.6677 -1.3932
H38 1.1594 -4.5161 -1.6592
H39 2.4662 -5.0318 1.9712
H40 4.2263 -3.4545 1.9499
H41 3.1568 -2.0850 2.0523
H42 2.2892 -3.0209 -0.3580
H43 3.7318 -2.0322 -0.2222
H44 3.8848 -3.7789 -0.3537
C21 2.8708 5.8561 -6.0845
O3 2.5146 6.4592 -4.8392
C22 2.2805 5.5805 -3.8630
O4 2.3516 4.3872 -3.9660
O5 1.9586 6.2555 -2.7651
C23 1.6694 5.4262 -1.6336
H45 3.0295 6.6787 -6.7753
H46 3.7834 5.2725 -5.9812
H47 2.0686 5.2147 -6.4437
H48 2.5349 4.8223 -1.3689
H49 0.8202 4.7773 -1.8381
H50 1.4289 6.1039 -0.8205
C24 -2.9265 2.1594 4.0453
O6 -2.8945 3.4876 4.5864
C25 -2.3171 4.3842 3.7964
O7 -1.8452 4.1791 2.7122
O8 -2.3433 5.5659 4.4186
C26 -1.7350 6.6266 3.6750
H51 -3.4346 1.5480 4.7838
H52 -3.4771 2.1425 3.1074
H53 -1.9184 1.7838 3.8833
H54 -2.2487 6.7713 2.7268
H55 -0.6823 6.4166 3.4928
H56 -1.8348 7.5129 4.2942
C27 4.9332 6.7353 5.4070
O9 3.6258 6.5087 4.8774
C28 2.8958 5.6477 5.5862
O10 3.2462 5.0975 6.5942
O11 1.7189 5.5114 4.9870
C29 0.8295 4.5910 5.6298
H57 5.4038 7.4461 4.7347
H58 4.8738 7.1515 6.4108
H59 5.5031 5.8087 5.4300
H60 0.6047 4.9176 6.6431
H61 1.2563 3.5907 5.6496
H62 -0.0764 4.5943 5.0371


The following is a quantum chemistry calculation of the molecule C6H10, from the OMol25 dataset.

## Properties
HOMO energy: -9.02 eV
LUMO: 1.077 eV
Kohn-Sham gap: 0.3712 hartree
strongest force on any atom: 0.24 eV/Å
DFT total energy: -6382.5386 eV
charge: 0
relative energy (zero: lowest compared OMol25 entry of this formula, charge and spin): 127.4 kJ/mol
structure (SMILES): C=C=C(C)CC

Cartesian coordinates (Å):
C1 2.1173 0.4986 0.0421
C2 1.0752 -0.5624 -0.3233
C3 -0.3548 -0.1070 -0.1077
C4 -1.2194 -0.7576 0.6294
C5 -2.1867 -1.3375 1.2898
C6 -0.8547 1.1226 -0.8434
H1 1.9649 1.4269 -0.5188
H2 2.0714 0.7394 1.1091
H3 3.1282 0.1445 -0.1869
H4 1.2003 -0.8337 -1.3816
H5 1.2581 -1.4708 0.2608
H6 -2.3874 -1.1115 2.3342
H7 -2.8371 -2.0608 0.8013
H8 -1.3208 0.8354 -1.7927
H9 -0.0496 1.8278 -1.0664
H10 -1.6049 1.6460 -0.2459


The following is a quantum chemistry calculation of a 8-piece molecular cluster, C34H54FN7 overall at a distorted geometry, from the OMol25 dataset.

## Properties
HOMO energy (spin up / spin down): -12.42 / -12.42 eV
LUMO (spin up / spin down): -4.873 / -9.253 eV
multiplicity: 2
Kohn-Sham gap (spin up / spin down): 0.2775 / 0.1165 hartree
strongest force on any atom: 5.60 eV/Å
DFT total energy: -49269.9806 eV
charge: +1

Cartesian coordinates (Å):
C1 -3.5210 7.2901 2.1052
C2 -3.7410 5.7856 1.8911
C3 -2.4325 4.8919 1.9753
C4 -1.3170 5.4835 1.1986
N1 -0.4134 5.9710 0.5759
H1 -2.8633 7.3091 2.9743
H2 -4.4437 7.8340 2.3072
H3 -2.9266 7.7246 1.3014
H4 -4.2787 5.7016 0.9467
H5 -4.3304 5.4063 2.7258
H6 -2.6911 3.9009 1.6021
H7 -2.2137 4.7468 3.0332
C5 -2.5703 0.9368 -4.4196
C6 -1.7351 2.1534 -3.9263
C7 -1.5959 2.3925 -2.4078
C8 -2.8996 2.5860 -1.7443
N2 -3.9623 2.6559 -1.2706
H8 -3.6330 1.0994 -4.2397
H9 -2.3210 0.0343 -3.8616
H10 -2.4830 0.6688 -5.4725
H11 -2.0518 3.0710 -4.4221
H12 -0.7030 1.9846 -4.2334
H13 -0.9266 3.2256 -2.1928
H14 -1.2398 1.4685 -1.9523
C9 -1.5618 -1.3832 -0.8155
C10 -0.1394 -1.3179 -0.2815
C11 0.0432 -0.4136 0.9243
C12 -0.4377 0.9650 0.8010
N3 -0.8305 2.0570 0.7075
H15 -2.1568 -2.0991 -0.2485
H16 -1.5551 -1.6969 -1.8594
H17 -2.1853 -0.4895 -0.7883
H18 0.5308 -0.9023 -1.0340
H19 0.1668 -2.3378 -0.0486
H20 1.0699 -0.2889 1.2683
H21 -0.5293 -0.8302 1.7531
C13 4.4043 -3.3642 -0.8987
C14 5.6422 -2.4824 -0.7377
C15 5.3655 -1.0026 -0.9177
C16 4.5211 -0.4603 0.1269
N4 3.7940 -0.0565 0.9334
H22 3.7799 -2.9185 -1.6730
H23 3.8243 -3.3279 0.0235
H24 4.6560 -4.3778 -1.2107
H25 6.4288 -2.7694 -1.4355
H26 6.0337 -2.6294 0.2689
H27 4.8607 -0.7653 -1.8542
H28 6.2488 -0.3655 -0.8722
C17 -1.3081 -4.9941 -2.0917
C18 -1.3972 -4.8604 -3.6259
C19 -1.1033 -3.4162 -4.0563
C20 0.3189 -2.9666 -3.9420
N5 1.3918 -2.6152 -3.9177
H29 -1.7721 -4.1644 -1.5586
H30 -0.2678 -5.2115 -1.8492
H31 -1.7970 -5.9097 -1.7588
H32 -2.4623 -4.9386 -3.8438
H33 -0.8728 -5.6455 -4.1707
H34 -1.7264 -2.7095 -3.5082
H35 -1.3388 -3.2395 -5.1057
C21 2.3496 -2.1675 3.9143
C22 2.0857 -0.8538 4.6286
C23 2.3165 -0.8320 6.0850
C24 1.9963 0.4457 6.7683
N6 1.7566 1.4660 7.2630
H36 2.0004 -2.2724 2.8871
H37 1.8747 -2.9340 4.5268
H38 3.3954 -2.4631 3.8306
H39 1.0654 -0.5009 4.4788
H40 2.6617 -0.0376 4.1927
H41 3.3817 -0.9732 6.2684
H42 1.7916 -1.6296 6.6107
C25 2.4604 2.2513 -1.6846
C26 2.9160 3.7241 -1.8055
C27 1.8747 4.8416 -1.9399
C28 1.1650 4.8772 -3.2226
N7 0.5819 4.8544 -4.2344
H43 3.2826 1.5767 -1.4460
H44 1.9963 1.8696 -2.5940
H45 1.7324 2.1522 -0.8795
H46 3.6639 3.7736 -2.5968
H47 3.5024 3.8435 -0.8945
H48 2.3216 5.8184 -1.7548
H49 1.0969 4.7139 -1.1870
F1 -0.5691 -2.1972 3.5470
C29 -1.5962 -2.9054 2.9818
C30 -2.9043 -2.4504 3.2054
C31 -3.9764 -3.1733 2.6222
C32 -3.7191 -4.1385 1.6112
C33 -2.3905 -4.5044 1.3656
C34 -1.3499 -3.9048 2.0558
H50 -3.0639 -1.5414 3.7664
H51 -5.0128 -3.0613 2.9043
H52 -4.5680 -4.6022 1.1308
H53 -2.1030 -5.1901 0.5823
H54 -0.3621 -4.2693 1.8156


The following is a quantum chemistry calculation of C42H30Br2F4HgN4O4PS as an isolated structure, from the OMol25 dataset.

## Properties
HOMO energy (spin up / spin down): 0.99 / -1.99 eV
LUMO (spin up / spin down): 3.650 / 3.647 eV
multiplicity: 2
Kohn-Sham gap (spin up / spin down): 0.0979 / 0.2072 hartree
strongest force on any atom: 0.35 eV/Å
DFT total energy: -233446.1694 eV
charge: -2
relative energy (zero: lowest compared OMol25 entry of this formula, charge and spin): 184.6 kJ/mol

Cartesian coordinates (Å):
Hg1 1.1303 0.2670 -0.0607
F1 -6.9118 3.4172 -3.8700
C1 -5.9119 2.8755 -3.1643
C2 -6.0774 2.6146 -1.8187
F2 -7.2401 2.9132 -1.2269
C3 -5.0351 2.0552 -1.1018
F3 -5.2582 1.8530 0.1983
C4 -3.8140 1.7314 -1.6791
P1 -2.4180 0.8852 -0.7404
C5 -2.2133 2.0862 0.6302
C6 -2.6047 3.4212 0.5063
C7 -2.2866 4.3425 1.4914
C8 -1.5679 3.9481 2.6132
C9 -1.1583 2.6302 2.7416
C10 -1.4757 1.7082 1.7528
C11 -3.4548 -0.4758 -0.0685
C12 -3.8118 -0.6280 1.2658
C13 -4.5429 -1.7344 1.6748
C14 -4.9320 -2.6997 0.7570
C15 -4.5775 -2.5565 -0.5773
C16 -3.8376 -1.4557 -0.9825
C17 -3.6724 2.0194 -3.0385
Br1 -2.0676 1.6787 -3.9742
C18 -4.7070 2.5808 -3.7709
F4 -4.5815 2.8567 -5.0755
H1 -3.1507 3.7569 -0.3679
H2 -2.5916 5.3761 1.3735
H3 -1.3094 4.6748 3.3743
H4 -0.5630 2.2842 3.5788
H5 -1.1021 0.6984 1.8465
H6 -3.5137 0.1163 1.9919
H7 -4.8017 -1.8442 2.7209
H8 -5.4958 -3.5660 1.0813
H9 -4.8620 -3.3120 -1.3005
H10 -3.5358 -1.3619 -2.0216
O1 3.3898 -0.1013 -0.1581
C19 4.3545 0.7993 0.0195
C20 5.6025 0.3734 0.4421
C21 6.7005 1.2529 0.5932
C22 6.5136 2.6008 0.3311
C23 5.2771 3.0740 -0.0837
C24 4.1517 2.2014 -0.2723
C25 2.9494 2.7279 -0.7703
N1 1.7026 2.1720 -0.8959
C26 0.8796 3.1073 -1.4727
C27 1.5603 4.2463 -1.7215
N2 2.8533 4.0388 -1.2341
H11 5.7097 -0.6835 0.6674
H12 7.6596 0.8781 0.9315
H13 7.3304 3.3028 0.4710
H14 5.1505 4.1449 -0.2002
H15 -0.1607 2.8940 -1.6600
H16 1.2417 5.1832 -2.1427
H17 3.6645 4.5477 -1.5347
N3 3.8937 -1.9623 -1.9043
C28 2.7681 -2.5400 -2.3135
N4 1.5791 -2.1708 -1.9441
C29 0.6065 -2.9376 -2.5504
C30 -0.7658 -2.7850 -2.3512
C31 -1.6363 -3.6280 -3.0216
C32 -1.1706 -4.6178 -3.8889
C33 0.1919 -4.7820 -4.0946
C34 1.0647 -3.9418 -3.4221
S1 2.8088 -3.9025 -3.4638
H18 3.7947 -1.1817 -1.1825
H19 4.7806 -2.3442 -2.1715
H20 -1.0973 -2.0165 -1.6597
H21 -2.7027 -3.5216 -2.8619
H22 -1.8724 -5.2645 -4.4015
H23 0.5629 -5.5496 -4.7630
Br2 0.7671 -2.0579 6.2999
C35 2.0691 -2.1520 4.9026
C36 2.9595 -3.2138 5.0234
C37 3.9448 -3.4047 4.0696
C38 4.0313 -2.5314 2.9952
C39 3.1331 -1.4844 2.8868
C40 2.1289 -1.2619 3.8338
C41 1.1898 -0.0585 3.5908
O2 0.4333 0.2856 4.5104
O3 1.2688 0.4394 2.4405
H24 2.8685 -3.8855 5.8665
H25 4.6352 -4.2345 4.1693
H26 4.7929 -2.6602 2.2359
H27 3.1918 -0.8062 2.0441
C42 -0.5488 -1.9789 1.0392
O4 -0.6166 -0.8463 0.2167
H28 -1.5222 -2.4924 1.0225
H29 -0.3196 -1.7309 2.0839
H30 0.2103 -2.6965 0.6946


The following is a quantum chemistry calculation of a 3-piece molecular cluster, C13H29FIO6 overall at a distorted geometry, from the OMol25 dataset.

## Properties
HOMO energy: -2.46 eV
LUMO: 2.485 eV
Kohn-Sham gap: 0.1816 hartree
strongest force on any atom: 1.15 eV/Å
DFT total energy: -37050.3805 eV
charge: -1

Cartesian coordinates (Å):
F1 -4.4876 0.5669 2.9940
C1 -5.2082 1.6159 2.3324
I1 -7.3310 1.2399 2.8356
H1 -4.9985 2.4959 2.9763
C2 -3.8953 -1.4038 0.2402
O1 -3.2848 -0.5430 -0.7026
C3 -1.9586 -0.2361 -0.3302
C4 -1.2479 0.4663 -1.4681
O2 -0.7403 -0.4366 -2.4531
C5 -1.7112 -0.9764 -3.3374
C6 -2.1568 0.0016 -4.4072
O3 -3.1611 0.8599 -3.8995
C7 -3.4382 1.9194 -4.7831
H2 -3.9023 -0.9521 1.2347
H3 -4.9236 -1.5661 -0.0757
H4 -3.3761 -2.3729 0.2637
H5 -1.4183 -1.1567 -0.0718
H6 -1.9891 0.4252 0.5448
H7 -0.3688 0.9657 -1.0563
H8 -1.8785 1.2312 -1.9225
H9 -2.5625 -1.3818 -2.7876
H10 -1.2099 -1.8099 -3.8361
H11 -2.5743 -0.5549 -5.2583
H12 -1.2959 0.5911 -4.7463
H13 -2.5556 2.5571 -4.9114
H14 -4.2380 2.5143 -4.3470
H15 -3.7672 1.5399 -5.7579
C8 3.0836 1.5228 4.5665
O4 3.4301 0.9974 3.3052
C9 4.7890 0.6012 3.2562
C10 5.0583 -0.1910 1.9924
O5 4.6899 -1.5585 2.1003
C11 3.2945 -1.8224 1.9992
C12 2.7732 -1.7546 0.5778
O6 2.5056 -0.4119 0.2198
C13 2.2277 -0.2883 -1.1611
H16 3.7047 2.3922 4.8112
H17 2.0423 1.8346 4.5226
H18 3.1890 0.7593 5.3456
H19 5.0324 -0.0119 4.1322
H20 5.4145 1.5048 3.2601
H21 6.1380 -0.1987 1.8262
H22 4.5918 0.2764 1.1235
H23 2.7215 -1.1732 2.6626
H24 3.1723 -2.8482 2.3526
H25 1.8385 -2.3265 0.5061
H26 3.5148 -2.1842 -0.1068
H27 3.1049 -0.5719 -1.7563
H28 1.9945 0.7549 -1.3642
H29 1.3685 -0.9022 -1.4413